[1]
Formula: C31H43BrCl10FN4O
Source: the OMol25 dataset
Level of theory: the ωB97M-V functional and the def2-TZVPD basis

Properties
Total energy   -238818.91722 eV
F_max   0.123 hartree/bohr
Total charge   +1
Frontier orbital gap   0.19962 Ha

Cartesian coordinates (Å):
O (-1.26198, 0.71678, -2.23773)
C (-1.75371, -0.13125, -1.43666)
C (-0.91205, -1.31974, -0.76753)
C (-0.35472, -0.83117, 0.68057)
N (-0.02366, 0.65930, 0.69111)
N (-0.92656, 1.41878, 1.30661)
C (-0.69173, 2.81683, 1.32026)
Br (-2.05070, 3.98172, 2.16868)
C (0.58322, 3.54296, 0.70594)
C (1.60290, 2.54062, 0.00069)
F (2.77075, 3.03775, -0.62567)
C (1.20569, 1.00207, 0.02928)
C (2.20062, 0.01169, -0.72498)
C (3.01429, -0.99578, 0.22856)
C (2.80158, -2.48491, -0.41302)
C (3.00718, -3.66507, 0.65520)
N (1.76435, -3.80810, 1.48734)
C (1.72796, -3.20394, 2.80787)
C (0.30300, -3.61038, 3.30701)
C (-0.42860, -4.44977, 2.19395)
C (0.59767, -4.53426, 1.01432)
N (-3.21524, -0.09225, -1.09562)
C (-4.00864, -0.86088, -2.08289)
C (-3.53396, -2.24832, -2.67207)
C (-4.39157, -3.05583, -3.72740)
C (-5.76402, -2.51256, -4.22436)
C (-6.25006, -1.14636, -3.64364)
C (-5.39429, -0.34122, -2.60997)
H (-0.10625, -1.75429, -1.45001)
H (-1.63498, -2.19669, -0.53270)
H (-1.23292, -1.01421, 1.41524)
H (0.50953, -1.47397, 1.07649)
H (0.73390, 4.67425, 0.74904)
H (2.99252, 0.64452, -1.29025)
H (1.65453, -0.57874, -1.55430)
H (2.58907, -1.07425, 1.30518)
H (4.15637, -0.81487, 0.26451)
H (1.73216, -2.61810, -0.83971)
H (3.51783, -2.65915, -1.29085)
H (3.91342, -3.48951, 1.32977)
H (3.18735, -4.68847, 0.13806)
H (2.52876, -2.59151, 3.36610)
H (-0.16642, -3.37943, 4.32734)
H (-1.47595, -4.92204, 2.19361)
H (0.52232, -5.02023, -0.01695)
H (-3.48617, 0.91287, -1.14945)
H (-2.53860, -2.74665, -2.38310)
H (-3.96639, -4.04270, -4.13827)
H (-6.38367, -3.10437, -4.98035)
H (-7.24454, -0.69603, -4.00414)
H (-5.77545, 0.66613, -2.21835)
Cl (2.51991, 1.93837, 3.30164)
C (2.68358, 3.62582, 3.85465)
C (3.22758, 3.71560, 5.26640)
Cl (2.06226, 3.11746, 6.47333)
H (1.70740, 4.10676, 3.76926)
H (3.36833, 4.11988, 3.16154)
H (3.43603, 4.75768, 5.51707)
H (4.15287, 3.14648, 5.37778)
Cl (6.27584, -4.21813, -1.27495)
C (6.82444, -3.21329, -2.64049)
C (7.26653, -1.83373, -2.19382)
Cl (5.89954, -0.84341, -1.62235)
H (6.01328, -3.15907, -3.36894)
H (7.66268, -3.73875, -3.10278)
H (7.71586, -1.29848, -3.03264)
H (8.00393, -1.88795, -1.39040)
Cl (-1.53709, 8.42732, 6.05609)
C (-1.78678, 6.66572, 5.98415)
C (-0.50142, 5.91732, 5.69047)
Cl (0.07975, 6.20550, 4.02974)
H (-2.55139, 6.46203, 5.23197)
H (-2.17724, 6.36180, 6.95771)
H (-0.66813, 4.84212, 5.78483)
H (0.29537, 6.20002, 6.38137)
Cl (-7.85933, -5.04398, -3.81324)
C (-7.54072, -6.79594, -3.85951)
C (-6.07354, -7.11566, -3.65079)
Cl (-5.06915, -6.59256, -5.02645)
H (-7.90452, -7.18179, -4.81353)
H (-8.13493, -7.24624, -3.06147)
H (-5.93968, -8.19502, -3.55424)
H (-5.68371, -6.64153, -2.74752)
Cl (-0.03317, 8.00307, -3.50335)
C (1.45039, 7.46725, -2.67759)
C (1.15029, 6.62802, -1.45108)
Cl (0.41021, 7.58767, -0.14388)
H (2.03683, 8.35245, -2.42482)
H (2.01857, 6.87698, -3.39985)
H (2.07772, 6.21113, -1.05123)
H (0.47745, 5.79979, -1.68580)

=====

[2]
Formula: C31H43BrIMnN3O3
Source: the OMol25 dataset
Level of theory: the ωB97M-V functional and the def2-TZVPD basis

Properties
Multiplicity   2
Total energy   -152923.81917 eV
<S²>   0.77
F_max   0.010 hartree/bohr
Frontier orbital gap (spin up / spin down)   0.28262 / 0.27092 Ha
Relative energy (zero: lowest compared OMol25 entry of this formula, charge and spin)   8.3 kcal/mol

Cartesian coordinates (Å):
Mn (-0.14414, -0.33080, 0.26322)
C (-0.02653, -2.21079, -0.84308)
C (1.27395, -1.65923, -0.70946)
C (1.23253, -0.36447, -1.36493)
C (-0.10813, -0.19345, -1.83725)
C (-0.88873, -1.34257, -1.53102)
C (-2.27340, -1.72455, -2.01528)
C (-3.15013, -2.17495, -0.84436)
C (-2.94263, -0.56322, -2.74506)
C (-2.11894, -2.89353, -3.00056)
C (2.32470, 0.63873, -1.76994)
C (1.72259, 1.72333, -2.67750)
C (2.98076, 1.40399, -0.61155)
C (3.39167, -0.08072, -2.60884)
C (2.38883, -2.50776, -0.08919)
C (1.80648, -3.45574, 0.97162)
C (3.00788, -3.38467, -1.18952)
C (3.48525, -1.71099, 0.61951)
H (-0.33780, -3.15373, -0.42179)
H (-0.46716, 0.65694, -2.39177)
H (-3.34484, -1.34653, -0.16378)
H (-2.66367, -2.96948, -0.27450)
H (-4.10757, -2.55533, -1.21002)
H (-3.05231, 0.30339, -2.09545)
H (-3.93928, -0.85869, -3.08092)
H (-2.36502, -0.26895, -3.62438)
H (-1.69723, -3.77100, -2.50673)
H (-1.45615, -2.61948, -3.82388)
H (-3.09056, -3.16998, -3.41728)
H (0.93360, 2.27965, -2.16666)
H (1.32004, 1.30613, -3.60206)
H (2.50718, 2.43503, -2.94244)
H (2.28198, 2.14436, -0.22218)
H (3.86057, 1.93506, -0.98535)
H (3.28683, 0.77281, 0.21400)
H (2.92649, -0.65717, -3.41146)
H (4.00013, -0.75781, -2.01487)
H (4.06239, 0.65465, -3.05972)
H (1.10305, -4.17379, 0.55059)
H (1.30753, -2.89494, 1.76181)
H (2.61969, -4.02779, 1.42327)
H (2.24443, -4.02281, -1.63941)
H (3.78583, -4.02627, -0.76766)
H (3.45218, -2.78821, -1.98450)
H (3.06073, -1.05776, 1.38488)
H (4.07549, -1.10838, -0.06468)
H (4.17103, -2.40624, 1.10946)
Br (-0.31678, 5.39192, -0.21594)
C (0.91460, 4.67903, 1.04831)
C (1.83382, 5.53344, 1.63912)
C (2.70475, 4.97807, 2.56029)
C (2.62121, 3.62333, 2.84374)
C (1.67086, 2.86638, 2.18032)
N (0.82174, 3.39349, 1.29057)
C (1.58016, 1.37123, 2.43666)
O (2.18153, 0.91031, 3.41524)
O (0.93237, 0.69560, 1.59638)
H (1.85767, 6.58172, 1.38242)
H (3.44139, 5.60027, 3.05179)
H (3.26738, 3.13601, 3.55865)
N (-1.53305, 1.23727, 0.84612)
C (-2.84584, 1.53243, 0.38324)
C (-3.02952, 2.43296, -0.65849)
C (-4.30718, 2.70283, -1.12413)
C (-5.40867, 2.07663, -0.55814)
C (-5.22168, 1.18376, 0.48824)
C (-3.94742, 0.91601, 0.96376)
H (-1.55143, 1.01632, 1.83634)
H (-0.90964, 2.04050, 0.74670)
H (-2.16694, 2.91702, -1.10168)
H (-4.44035, 3.40452, -1.93773)
H (-6.40433, 2.28604, -0.92563)
H (-6.07319, 0.69267, 0.94183)
H (-3.79930, 0.21537, 1.77836)
N (0.31251, -1.19016, 3.73785)
C (-0.74432, -1.62960, 3.05983)
O (-1.02977, -1.31767, 1.90011)
C (-1.67026, -2.57386, 3.78523)
I (-3.19519, -1.44078, 4.76055)
H (0.93366, -0.45740, 3.38298)
H (0.42429, -1.45614, 4.70068)
H (-1.17185, -3.16015, 4.55081)
H (-2.17079, -3.21169, 3.06631)

=====

[3]
Formula: C31H43Cl5IN5O4Rb
Source: the OMol25 dataset
Level of theory: the ωB97M-V functional and the def2-TZVPD basis

Properties
Total energy   -119857.15742 eV
F_max   0.031 hartree/bohr
Total charge   -1
Frontier orbital gap   0.26522 Ha
Relative energy (zero: lowest compared OMol25 entry of this formula, charge and spin)   16.5 kcal/mol

Cartesian coordinates (Å):
Rb (1.17573, -0.10997, -0.77072)
C (-5.05928, -1.40589, -0.94077)
C (-3.89592, -0.53593, -0.45201)
C (-4.11537, -0.08181, 0.98986)
C (-3.35046, 1.16288, 1.46865)
C (-3.66001, 1.32712, 2.96453)
C (-3.85118, 2.39647, 0.71295)
N (-1.90779, 0.99775, 1.21128)
C (-1.03685, 2.03423, 1.78426)
C (-0.22319, 1.52298, 2.96403)
N (0.91580, 0.72581, 2.52808)
C (2.00359, 1.63757, 2.13772)
C (3.27126, 0.90377, 1.63500)
O (4.23823, 0.87309, 2.40735)
O (3.18194, 0.42199, 0.46294)
C (1.37252, -0.25279, 3.53604)
C (1.68532, 0.38259, 4.89810)
C (0.42842, -1.44156, 3.74107)
C (0.22047, -2.47622, 2.61583)
C (-0.14605, -3.80812, 3.29470)
C (1.48976, -2.67920, 1.79199)
N (-0.89325, -2.02051, 1.74796)
C (-1.13696, -2.83543, 0.55502)
C (-2.49078, -2.52372, -0.05306)
N (-2.58139, -1.16977, -0.58668)
C (-2.03223, -1.07658, -1.92131)
C (-1.65560, 0.34050, -2.32407)
O (-1.65469, 0.69394, -3.47340)
O (-1.25992, 1.15279, -1.33824)
H (-5.96235, -0.80120, -1.04669)
H (-5.27695, -2.21213, -0.23525)
H (-4.83882, -1.85305, -1.91260)
H (-3.87123, 0.35333, -1.08865)
H (-3.87843, -0.91888, 1.65790)
H (-5.18055, 0.12678, 1.13340)
H (-4.73629, 1.44421, 3.11929)
H (-3.16580, 2.20388, 3.38849)
H (-3.32869, 0.44530, 3.52176)
H (-4.93923, 2.47458, 0.79485)
H (-3.57550, 2.34859, -0.34326)
H (-3.42009, 3.31398, 1.11933)
H (-1.57659, 0.07033, 1.48666)
H (-1.56857, 0.88185, -0.40760)
H (-1.63412, 2.88448, 2.11214)
H (-0.37016, 2.41753, 1.00483)
H (-0.87971, 0.91205, 3.58770)
H (0.10142, 2.37710, 3.58081)
H (2.29234, 2.28710, 2.97310)
H (1.64151, 2.28030, 1.33107)
H (2.31567, -0.64727, 3.15832)
H (0.77947, 0.75555, 5.38595)
H (2.39705, 1.20148, 4.79267)
H (2.13965, -0.36014, 5.55662)
H (-0.56027, -1.09767, 4.07526)
H (0.84530, -1.98595, 4.59409)
H (0.69468, -4.18140, 3.88454)
H (-0.40428, -4.57823, 2.56626)
H (-0.99768, -3.66851, 3.96971)
H (2.31141, -2.96290, 2.45381)
H (1.78511, -1.77093, 1.27060)
H (1.36003, -3.47889, 1.05935)
H (-1.73301, -2.04527, 2.32308)
H (-1.11838, -3.91331, 0.75745)
H (-0.34996, -2.65846, -0.17768)
H (-3.24759, -2.65232, 0.72515)
H (-2.70864, -3.27803, -0.82337)
H (-2.68566, -1.48425, -2.70233)
H (-1.09840, -1.65510, -1.95671)
Cl (1.56955, 0.11665, -3.73431)
C (1.71915, -1.64524, -3.80965)
C (1.25272, -2.38451, -2.73420)
C (1.42954, -3.74476, -2.88190)
Cl (0.85674, -4.80877, -1.57677)
C (2.01308, -4.36288, -3.98579)
Cl (2.19545, -6.08504, -4.08143)
C (2.45636, -3.56614, -5.03992)
Cl (3.18131, -4.28270, -6.43655)
C (2.30715, -2.18430, -4.95238)
Cl (2.85249, -1.17985, -6.25705)
I (-1.09877, 4.55842, -2.02008)
C (0.98332, 4.27085, -1.92394)
C (1.78654, 5.31727, -2.36157)
C (3.15796, 5.17012, -2.24065)
C (3.66325, 4.00326, -1.69503)
C (2.77439, 3.01359, -1.30849)
N (1.44141, 3.13922, -1.42370)
H (1.34499, 6.21218, -2.77353)
H (3.81965, 5.96489, -2.56417)
H (4.72687, 3.84964, -1.57128)
H (3.13651, 2.08539, -0.87146)

=====

[4]
Formula: C31H43F4N2O2PRbS
Source: the OMol25 dataset
Level of theory: the ωB97M-V functional and the def2-TZVPD basis

Properties
Total energy   -71569.69793 eV
F_max   0.010 hartree/bohr
Total charge   -1
Frontier orbital gap   0.18639 Ha
Relative energy (zero: lowest compared OMol25 entry of this formula, charge and spin)   6.1 kcal/mol

Cartesian coordinates (Å):
Rb (0.90832, -0.73562, 0.28303)
C (-2.68837, 3.52089, -1.17329)
N (-2.09750, 2.20343, -1.25102)
C (-2.48561, 1.55999, -2.49149)
C (-2.47324, 1.34724, -0.12836)
C (-2.00154, 1.82102, 1.23814)
N (-0.58684, 1.57406, 1.46934)
C (-0.08103, 1.98942, 2.61914)
C (1.29533, 1.70236, 2.92378)
F (2.03457, 1.06910, 1.97494)
C (1.91120, 2.01104, 4.10344)
F (3.21267, 1.66978, 4.26029)
C (1.26385, 2.66820, 5.14182)
C (-0.05348, 2.99445, 4.88355)
F (-0.75967, 3.64088, 5.84292)
C (-0.70258, 2.68989, 3.70803)
F (-2.01055, 3.07232, 3.63943)
H (-2.33335, 4.06053, -0.29705)
H (-3.79410, 3.48134, -1.13060)
H (-2.40770, 4.09611, -2.05858)
H (-3.58470, 1.46858, -2.58580)
H (-2.06234, 0.55627, -2.52317)
H (-2.12439, 2.13821, -3.34629)
H (-2.07572, 0.34856, -0.34388)
H (-3.58019, 1.26262, -0.09366)
H (-2.62449, 1.29561, 1.98001)
H (-2.27571, 2.87444, 1.35542)
H (1.75778, 2.91883, 6.06649)
C (3.71461, 2.30355, -2.74392)
P (2.54167, 0.94585, -2.51834)
C (2.33760, 0.20632, -4.15170)
C (0.96875, 1.72168, -2.15309)
O (2.99292, -0.02527, -1.48194)
H (3.38187, 2.99394, -3.52037)
H (4.69326, 1.90288, -3.00777)
H (3.79636, 2.83864, -1.79744)
H (1.99597, 0.94480, -4.87901)
H (1.58973, -0.58403, -4.06298)
H (3.28121, -0.22516, -4.48574)
H (0.71380, 2.47265, -2.90419)
H (0.97655, 2.20121, -1.17198)
H (0.17808, 0.96811, -2.14569)
O (-0.33878, -2.17246, 2.16722)
S (-1.53336, -2.88254, 1.63586)
C (-1.85840, -4.31075, 2.76841)
C (-0.56765, -4.84412, 3.30302)
C (0.09802, -4.15867, 4.31679)
C (1.31516, -4.62069, 4.78941)
C (1.88446, -5.76945, 4.25334)
C (1.23017, -6.45298, 3.24005)
C (0.01097, -5.98779, 2.76552)
C (-2.97871, -1.85924, 2.09909)
C (-2.95408, -1.45798, 3.53978)
C (-1.97751, -0.57723, 4.00196)
C (-1.90153, -0.26275, 5.35111)
C (-2.80292, -0.81542, 6.25078)
C (-3.79065, -1.67870, 5.79620)
C (-3.86325, -1.99804, 4.44758)
H (-2.37519, -5.05198, 2.15709)
H (-2.51149, -3.99082, 3.57772)
H (-0.33533, -3.24861, 4.71550)
H (1.82922, -4.07407, 5.56970)
H (2.83958, -6.12434, 4.61954)
H (1.67069, -7.34447, 2.81138)
H (-0.49427, -6.51538, 1.96409)
H (-3.86610, -2.44177, 1.83928)
H (-2.91641, -1.00655, 1.42003)
H (-1.27242, -0.15128, 3.30028)
H (-1.13605, 0.42400, 5.69105)
H (-2.74242, -0.56369, 7.30221)
H (-4.50575, -2.10262, 6.49046)
H (-4.64005, -2.66713, 4.09165)
C (-2.94214, -3.01308, -1.73945)
C (-2.05601, -2.22040, -2.70093)
C (-1.80000, -3.07587, -3.95402)
C (-0.78962, -1.70286, -2.00007)
H (-3.82504, -3.43004, -2.23818)
H (-3.27665, -2.37506, -0.91696)
H (-2.37590, -3.84271, -1.30162)
H (-2.65884, -1.36356, -3.03720)
H (-1.24035, -3.97718, -3.68171)
H (-1.19438, -2.52131, -4.67496)
H (-2.72893, -3.38832, -4.45265)
H (-0.21841, -1.15723, -2.78335)
H (-0.17567, -2.61200, -1.80692)